2 unconnected molecules or ions with the total composition C2H3NO2, computed with wB97M-V/def2-TZVPD.

```
! RIJCOSX wB97M-V def2-TZVPD def2/J DEFGRID3
* xyz 0 1
C -0.685 -0.170 1.193
C -0.301 -0.432 -0.145
N -1.088 -0.091 2.260
O 1.740 0.378 -0.246
O -0.894 0.395 -0.988
H 0.057 -1.401 -0.659
H 1.640 1.077 0.363
H -0.470 0.243 -1.778
*
```

Summary:
HOMO energy (spin up / spin down): -10.09 / -10.29 eV
Frontier orbital gap (spin up / spin down): 8.7711 / 8.9922 eV

Here is what Löwdin gives for the atomic charges, in e: -0.168 -0.139 0.211 -0.201 0.097 0.179 -0.060 0.079

---

A single C2H3NO2 molecule, computed with wB97M-V/def2-TZVPD.

```
! RIJCOSX wB97M-V def2-TZVPD def2/J DEFGRID3
* xyz 0 1
C 0.375 0.102 -0.766
C 0.324 -0.175 0.619
N -0.710 -0.758 -0.205
O -0.828 0.793 1.288
O -1.639 0.113 0.346
H 0.265 1.220 -1.128
H 1.185 -0.519 -1.280
H 1.029 -0.776 1.127
*
```

Summary:
HOMO energy: -9.28 eV
Frontier orbital gap: 10.1690 eV

Here is what Löwdin gives for the atomic charges, in e: -0.102 -0.165 -0.011 -0.040 -0.118 0.169 0.140 0.127

---

A single C2H3NO2 molecule, computed with wB97M-V/def2-TZVPD.

```
! RIJCOSX wB97M-V def2-TZVPD def2/J DEFGRID3
* xyz 0 1
C 0.273 -0.542 -0.416
C 0.116 0.907 -0.233
N -0.200 -0.735 0.928
O 1.382 0.319 -0.344
O -0.406 0.674 1.090
H 0.157 -1.337 -1.262
H -0.156 1.745 -0.710
H -1.168 -1.031 0.947
*
```

Summary:
HOMO energy: -9.79 eV
Frontier orbital gap: 10.7423 eV

Here is what Löwdin gives for the atomic charges, in e: -0.252 -0.222 0.045 0.058 -0.051 0.185 0.117 0.120

---

2 unconnected molecules or ions with the total composition C2H3NO2, computed with wB97M-V/def2-TZVPD.

```
! RIJCOSX wB97M-V def2-TZVPD def2/J DEFGRID3
* xyz 0 1
C 0.172 0.779 0.379
C 0.401 -0.664 0.091
N -1.760 -0.008 -0.171
O -1.003 -1.104 0.064
O -1.038 1.045 -0.002
H 1.221 2.041 -0.475
H 0.967 -1.001 -0.819
H 1.041 -1.089 0.933
*
```

Summary:
HOMO energy (spin up / spin down): -8.92 / -8.57 eV
Frontier orbital gap (spin up / spin down): 8.2928 / 8.0274 eV

Here is what Löwdin gives for the atomic charges, in e: -0.143 -0.177 0.036 -0.082 -0.087 0.195 0.126 0.131

---

A single C2H3NO2 molecule, computed with wB97M-V/def2-TZVPD.

```
! RIJCOSX wB97M-V def2-TZVPD def2/J DEFGRID3
* xyz 0 1
C -1.341 -0.011 -0.203
C 0.085 -0.135 -0.337
N -2.466 0.160 -0.069
O 0.679 -1.256 0.223
O 0.621 1.020 0.218
H 0.300 0.018 -1.532
H 1.509 -1.111 0.553
H 0.613 1.315 1.148
*
```

Summary:
HOMO energy: -11.54 eV
Frontier orbital gap: 12.0036 eV

Here is what Löwdin gives for the atomic charges, in e: -0.151 -0.480 0.180 0.063 -0.007 0.206 0.058 0.131

---

2 unconnected molecules or ions with the total composition C2H3NO2, computed with wB97M-V/def2-TZVPD.

```
! RIJCOSX wB97M-V def2-TZVPD def2/J DEFGRID3
* xyz 0 3
C -1.574 -0.247 -0.308
C 1.563 0.020 0.081
N -0.862 0.857 -0.236
O -1.993 -1.307 -0.627
O -1.683 0.456 0.864
H 1.801 0.350 -0.852
H 1.743 0.726 0.828
H 1.004 -0.853 0.250
*
```

Summary:
HOMO energy (spin up / spin down): -8.67 / -11.63 eV
Frontier orbital gap (spin up / spin down): 9.5083 / 9.2622 eV

Here is what Löwdin gives for the atomic charges, in e: -0.574 0.092 0.245 0.171 0.137 -0.036 -0.018 -0.017

---

A single C2H3NO2S molecule, computed with wB97M-V/def2-TZVPD.

```
! RIJCOSX wB97M-V def2-TZVPD def2/J DEFGRID3
* xyz 0 1
C -1.493 -0.360 -0.111
C 1.482 0.800 -0.039
N -0.135 -1.017 -0.045
O -2.346 -1.167 -0.191
O 1.053 -0.341 0.327
S -1.507 1.458 -0.073
H 2.126 1.261 0.739
H 1.152 1.331 -0.969
H -0.332 -1.964 0.363
*
```

Summary:
HOMO energy (spin up / spin down): -8.50 / -8.50 eV
Frontier orbital gap (spin up / spin down): 6.6784 / 6.6790 eV

Here is what Löwdin gives for the atomic charges, in e: -0.921 0.077 0.046 0.020 -0.080 0.485 0.125 0.087 0.161

---

A single C2H3NO2S molecule, computed with wB97M-V/def2-TZVPD.

```
! RIJCOSX wB97M-V def2-TZVPD def2/J DEFGRID3
* xyz 0 1
C 0.009 1.122 -0.269
C -0.448 -0.879 0.727
H 1.363 0.186 -1.522
H 0.102 -1.247 1.626
H -1.419 -1.355 0.675
N 0.437 0.097 -1.102
O 0.374 -1.124 -0.441
O -0.613 0.520 0.758
S 0.195 2.681 -0.452
*
```

Summary:
HOMO energy: -9.08 eV
Frontier orbital gap: 9.7717 eV

Here is what Löwdin gives for the atomic charges, in e: -0.960 -0.129 0.153 0.145 0.129 0.023 -0.074 -0.032 0.745

---

Calculated energy relative to the best compared isomer or geometry (same formula, charge and spin) (kcal per mole), listed in the same order as above: 95.5, 178.3, 110.1, 207.5, 43.4, 86.4, 124.5, 65.6